Entry 1:
The following is a quantum chemistry calculation of C23H30F5O6ReTe as an isolated structure, from the Open Molecules 2025 dataset.

Properties
M: 811.3 g/mol
expectation value of S²: 3.770
total energy: -59632.42635 eV
energy relative to the best compared isomer or geometry (same formula, charge and spin): 0.0 kJ/mol
spin multiplicity: 4
net charge: -1

Each line ends with the natural charge from an NBO analysis.
Cartesian coordinates (Å):
C: 0.682 -3.529 -0.541  -0.281
C: 1.556 -2.337 -0.997  -0.402
C: -0.048 -3.116 0.757  -0.380
C: 0.826 -1.994 1.332  -0.261
H: -0.130 -3.967 1.438  0.251
H: -1.052 -2.737 0.519  0.213
C: 1.292 -1.229 0.030  -0.212
H: 1.300 -2.046 -2.022  0.234
H: 2.623 -2.616 -0.960  0.214
C: 0.196 -0.315 -0.531  -0.053
H: 2.195 -0.635 0.241  0.214
H: 1.752 -2.453 1.718  0.211
C: 0.236 -1.193 2.411  0.114
C: -0.378 -3.964 -1.533  0.827
C: 1.557 -4.770 -0.282  0.832
O: 1.745 -5.165 0.854  -0.578
O: -0.795 -3.285 -2.458  -0.613
O: -0.841 -5.197 -1.278  -0.512
O: 2.117 -5.428 -1.318  -0.522
C: 2.082 -5.051 -2.721  -0.261
H: 2.094 -3.966 -2.895  0.200
H: 1.208 -5.516 -3.192  0.188
H: 2.991 -5.504 -3.122  0.203
C: -1.934 -5.549 -2.122  -0.261
H: -2.767 -4.849 -1.973  0.198
H: -2.220 -6.558 -1.826  0.195
H: -1.629 -5.523 -3.176  0.192
O: 0.192 0.892 0.181  -0.819
H: -0.798 -0.806 -0.495  0.158
H: 0.390 -0.102 -1.601  0.147
C: 1.107 -0.739 3.501  -0.659
C: -1.210 -0.958 2.481  -0.665
H: -1.795 -1.886 2.599  0.195
H: -1.596 -0.440 1.589  0.226
H: -1.440 -0.319 3.345  0.226
H: 0.786 0.251 3.850  0.230
H: 2.158 -0.684 3.190  0.204
H: 1.056 -1.416 4.371  0.203
Re: -0.148 2.808 -0.164  1.352
C: 1.472 4.413 0.372  -0.160
C: 2.105 3.149 0.619  -0.283
C: 2.170 2.432 -0.615  -0.167
H: 2.521 2.817 1.565  0.255
C: 1.490 3.200 -1.620  -0.370
C: 1.030 4.438 -0.996  -0.318
H: 0.601 5.295 -1.505  0.265
H: 1.431 5.248 1.057  0.295
H: 2.704 1.499 -0.777  0.240
H: 1.446 2.963 -2.685  0.248
C: -2.619 2.924 -0.087  -0.134
C: -1.970 3.927 -0.896  -0.339
C: -1.374 3.245 -2.026  -0.325
H: -2.108 4.999 -0.803  0.293
C: -1.619 1.842 -1.869  -0.226
C: -2.389 1.652 -0.671  -0.304
H: -2.782 0.701 -0.317  0.234
H: -3.241 3.135 0.776  0.270
H: -0.982 3.729 -2.923  0.238
H: -1.357 1.072 -2.597  0.232
F: -2.176 5.056 4.222  -0.734
Te: -1.455 5.623 2.475  2.651
F: -1.894 7.368 3.020  -0.657
F: -0.880 6.428 0.761  -0.749
F: -3.250 5.560 1.663  -0.741
F: 0.357 6.030 3.153  -0.740
O: -0.593 3.145 1.508  -0.721

=====

Entry 2:
The following is a quantum chemistry calculation of a 2-piece molecular cluster, C6H12O overall, from the Open Molecules 2025 dataset.

Properties
M: 100.2 g/mol
total energy: -8459.67745 eV
energy relative to the best compared isomer or geometry (same formula, charge and spin): 451.2 kJ/mol
spin multiplicity: 1

Each line ends with the natural charge from an NBO analysis.
Cartesian coordinates (Å):
C: -0.856 0.622 -2.330  -0.676
C: -0.252 1.351 -1.135  -0.153
C: 0.062 0.657 -0.016  -0.259
C: -0.276 -0.901 0.291  -0.251
C: 0.505 -2.057 0.460  -0.179
C: 0.443 -2.908 1.753  -0.647
H: -1.264 -0.248 -1.970  0.221
H: -1.674 1.199 -2.919  0.212
H: -0.261 0.057 -3.124  0.239
H: -0.116 2.427 -1.326  0.211
H: 0.964 1.068 0.476  0.220
H: -1.373 -0.918 0.489  0.200
H: 1.460 -2.290 -0.168  0.193
H: 1.573 -3.120 2.006  0.225
H: -0.014 -3.821 1.440  0.217
H: -0.085 -2.382 2.590  0.224
O: 0.305 4.054 1.037  -0.929
H: -0.047 3.288 0.746  0.466
H: 0.904 3.921 1.698  0.465

=====

Entry 3:
The following is a quantum chemistry calculation of a 2-piece molecular cluster, C2HNO5 overall, from the Open Molecules 2025 dataset.

Properties
M: 119.0 g/mol
total energy: -13813.80334 eV
energy relative to the best compared isomer or geometry (same formula, charge and spin): 19.6 kJ/mol
spin multiplicity: 1
net charge: -2

Each line ends with the natural charge from an NBO analysis.
Cartesian coordinates (Å):
C: 3.300 -0.198 -0.054  0.871
C: 1.315 1.243 -0.281  0.876
N: 1.891 0.165 -0.201  -0.674
O: 3.786 0.166 0.986  -0.762
O: 3.812 -0.652 -1.055  -0.769
O: 0.755 2.270 -0.432  -0.549
O: -2.513 0.249 0.021  -0.647
O: -1.616 1.408 0.133  -0.775
H: -1.892 -0.160 -0.629  0.428

=====

Entry 4:
The following is a quantum chemistry calculation of C19H43OP3STi as an isolated structure, from the Open Molecules 2025 dataset.

Properties
M: 460.4 g/mol
expectation value of S²: 0.779
total energy: -84238.53985 eV
energy relative to the best compared isomer or geometry (same formula, charge and spin): 0.0 kJ/mol
spin multiplicity: 2
net charge: +3

Each line ends with the natural charge from an NBO analysis.
Cartesian coordinates (Å):
Ti: -1.465 1.143 -1.581  1.488
P: 2.577 -1.424 0.408  1.308
P: 0.268 2.930 -1.120  0.846
P: -2.040 -1.548 -1.083  0.823
H: -1.415 3.264 -3.289  0.242
C: -1.919 2.295 -3.199  -0.826
C: -3.055 2.130 -2.295  -0.844
H: -3.331 2.950 -1.618  0.251
C: 3.726 -2.771 0.785  -0.954
C: 3.177 0.156 1.018  -0.978
C: 0.971 -1.687 1.188  -0.957
C: 0.220 4.611 -1.837  -0.923
C: 0.647 3.247 0.622  -0.937
C: 1.892 2.372 -1.740  -0.912
C: -3.429 -1.975 -2.200  -0.919
C: -2.661 -2.178 0.521  -0.921
C: -0.843 -2.878 -1.504  -0.923
H: -1.949 1.784 -4.164  0.243
H: -3.919 1.561 -2.654  0.253
H: 4.005 -2.810 1.846  0.296
H: 4.635 -2.626 0.192  0.291
H: 3.279 -3.734 0.505  0.287
H: 4.179 -0.007 1.437  0.302
H: 2.525 0.553 1.809  0.277
H: 3.252 0.904 0.221  0.277
H: 0.608 -2.704 0.987  0.273
H: 0.216 -0.962 0.831  0.252
H: 1.058 -1.571 2.281  0.296
H: 0.958 5.265 -1.341  0.274
H: -0.784 5.033 -1.700  0.263
H: 0.447 4.545 -2.911  0.266
H: 1.467 3.974 0.684  0.272
H: 0.955 2.306 1.095  0.226
H: -0.231 3.641 1.147  0.258
H: 2.663 3.101 -1.455  0.265
H: 1.874 2.275 -2.832  0.263
H: 2.133 1.390 -1.321  0.215
H: -3.819 -2.962 -1.909  0.265
H: -3.060 -2.008 -3.234  0.244
H: -4.223 -1.219 -2.121  0.251
H: -3.356 -3.008 0.331  0.268
H: -3.173 -1.387 1.079  0.246
H: -1.819 -2.540 1.124  0.241
H: -1.345 -3.649 -2.104  0.273
H: -0.439 -3.343 -0.597  0.238
H: -0.010 -2.474 -2.087  0.231
C: 0.300 -0.463 -3.513  0.387
C: 1.555 -0.917 -4.003  -0.157
C: 1.604 -1.649 -5.176  -0.196
C: 0.429 -1.894 -5.899  -0.033
C: -0.800 -1.386 -5.474  -0.171
C: -0.868 -0.636 -4.299  -0.216
O: 0.231 -0.014 -2.259  -0.690
H: 2.489 -1.399 -1.024  0.029
H: 2.443 -0.714 -3.411  0.227
H: 2.552 -2.038 -5.537  0.265
H: 0.474 -2.448 -6.837  0.263
H: -1.723 -1.551 -6.048  0.266
H: -1.847 -0.265 -3.971  0.232
C: -2.365 2.474 1.819  -0.695
S: -2.526 1.180 0.540  0.195
C: -4.341 1.005 0.497  -0.690
H: -3.195 2.361 2.526  0.270
H: -2.372 3.468 1.359  0.237
H: -1.410 2.279 2.314  0.243
H: -4.707 1.257 1.503  0.266
H: -4.741 1.698 -0.251  0.251
H: -4.612 -0.028 0.256  0.247